Record 1
29
Properties=species:S:1:pos:R:3:nbo_charge:R:1 method="wB97M-V/def2-TZVPD" e_tot_ha=-449.6305 fmax_ev_per_a=3.12 total_charge=+1 gap_ha=0.2939 e_lumo_ha=-0.1234
H -2.62642 -1.36532 1.05009 0.2188
N -0.93241 -1.33260 -0.06101 -0.3800
C 1.71166 1.30905 -0.97995 -0.2119
H 0.76186 -0.80500 0.88970 0.2031
C 0.26070 1.18853 -0.66943 -0.7075
N 2.33468 -0.16558 -1.02803 -0.5340
B -0.34023 1.31320 0.67674 0.7108
H -1.15973 -1.36521 2.07584 0.2100
H 0.80211 -1.28366 -2.03209 0.2432
H -0.29359 3.20359 1.74620 0.2680
C -1.64789 -0.99096 1.14225 -0.2041
H -2.31820 -1.16512 -1.62168 0.2333
H 1.13022 2.45130 2.06355 0.2235
C -1.58858 -1.90892 -1.23358 -0.4253
H -0.81870 -2.38556 -1.87264 0.2119
H 1.92347 1.60050 -1.97005 0.2157
H -0.29625 1.97182 2.78886 0.2268
C -1.75143 0.55943 1.12349 -0.7210
H -2.59758 0.69921 0.49659 0.2253
H 2.46013 1.79647 -0.31952 0.2255
C 1.33383 -1.23988 -1.13506 -0.2900
H 2.90753 -0.30835 -0.11431 0.4345
H 3.05507 -0.34670 -1.78640 0.4438
H -1.98353 1.01286 2.12216 0.2370
C 0.14477 2.23183 1.87140 -0.9778
H 1.75578 -2.14714 -0.84610 0.2402
H -0.50776 1.22426 -1.58238 0.2560
C 0.34593 -0.95789 -0.05859 0.1897
H -2.06543 -2.79417 -0.73603 0.2346

---

Record 2
86
Properties=species:S:1:pos:R:3:lowdin_charge:R:1 method="wB97M-V/def2-TZVPD" e_tot_ha=-3383.7573 fmax_ev_per_a=5.99 total_charge=0 gap_ha=0.0392 e_lumo_ha=-0.1822
H -0.54854 2.86617 -0.93508 0.1437
H -2.55060 1.15107 -0.03069 0.1447
C 1.10139 -1.62589 -2.41432 0.0103
O 3.43270 -0.92625 8.74891 0.0735
O 0.08230 -0.48116 -4.36711 0.0551
C 3.12827 2.04350 -2.50082 -0.1884
C 4.85352 0.31216 -0.95879 -0.2164
H 5.43422 0.40819 -3.13940 0.1301
H -3.24589 -0.47221 -3.57116 0.1564
H -1.50159 -1.76135 -1.55388 0.0148
C -8.71778 3.69532 -5.69563 -0.1417
H -6.77701 3.65873 -4.71273 0.1316
H 0.47202 1.36654 5.67874 0.0961
C 1.16299 3.35676 -2.64664 -0.3849
F 2.52839 -3.15210 7.92286 -0.5784
O -0.14056 3.01602 -3.07893 0.0098
H -6.75822 3.08188 -6.39397 0.1379
O 1.43014 4.15552 -1.70980 0.0950
H 1.35539 0.98527 3.39150 0.0866
C 6.93456 -3.17603 8.32886 -0.0669
C 4.81713 -1.67035 4.94853 -0.2761
C 7.37598 -3.46867 7.03957 -0.0801
H -1.67619 0.93312 -3.13781 0.1277
H -4.29181 -1.89350 -2.95068 -0.0007
O -7.57175 1.77607 -5.00135 -0.0026
H 1.61861 0.37668 7.63012 0.1225
Ca -5.57271 -0.82706 -2.56632 1.4906
C -1.01170 2.71409 -1.96586 -0.1542
C 1.35887 0.75707 5.53329 -0.0777
H 2.66161 1.98545 -1.44181 0.1486
C 5.08017 -1.93204 7.41467 -0.0865
H 7.02887 -3.21346 4.93738 0.1121
H -3.19840 -4.36927 -0.27154 -0.0434
C 1.85265 0.53970 4.24827 -0.0931
H 4.11598 2.63744 -2.46816 0.1636
H 8.26800 -4.07016 6.89356 0.0972
H 5.02584 1.40330 -0.65228 0.1078
H -2.34902 -3.23218 -2.21509 0.0801
C 3.85202 -1.13319 7.62533 -0.3386
H -10.59516 2.84916 -4.96395 -0.1063
C 5.53290 -2.20818 6.12522 -0.0859
O 5.20431 -1.92201 3.81575 0.0656
H 3.35846 -0.42055 3.05779 0.0893
H -1.96933 3.35313 -2.08693 0.1384
C -2.05423 -2.15400 -2.47778 -0.2933
Be -11.43008 1.55038 -4.98139 0.4570
C 4.52591 0.09873 -2.51607 -0.2111
H 4.37049 -1.07452 0.75196 0.0822
C 2.98103 -0.25014 4.06146 -0.0165
C 3.14733 -0.57875 6.44728 -0.0736
O -3.63815 -3.57894 0.05980 -0.3527
O -9.26985 0.71559 -3.92111 0.0054
C -9.54187 3.00583 -4.63038 -0.1869
C 2.00436 0.20010 6.63125 0.0083
C 5.78685 -2.41350 8.51667 0.0066
H -9.08639 3.40937 -6.68656 0.1299
H 1.99176 -2.23698 -2.77669 0.1068
C -0.03940 -1.41834 -3.53969 -0.3723
H -3.61916 1.85482 -1.35738 0.1213
C -7.34264 3.11250 -5.47315 -0.1480
C -1.53314 1.16513 -2.01358 -0.1435
F -0.38934 -0.39087 -6.63235 -0.6125
H -3.25167 -1.16386 -0.39608 0.0947
H -4.72245 -0.27249 -1.06921 -0.0035
O 2.23739 2.76198 -3.39276 0.0303
H 4.40999 -1.04411 -2.66560 0.1317
H 0.64442 -2.15966 -1.49006 0.0714
C -8.82347 1.69735 -4.47202 -0.5507
C -3.57736 -0.43339 -1.22393 -0.2518
C -2.86455 1.00544 -1.13566 -0.1603
H 3.23932 -1.22627 -0.68362 0.0536
C 3.62722 -0.81607 5.16072 -0.0790
O -1.23267 -2.20812 -3.65589 -0.0393
C 6.67792 -2.98635 5.93928 -0.0124
O 3.27684 0.68588 -2.95439 -0.1491
H -8.73909 4.78383 -5.63032 0.1314
H -0.66768 0.53419 -1.61906 0.1176
H 1.37468 -0.56979 -2.05519 0.0762
H 5.44698 -2.19239 9.52335 0.1220
H 5.86253 -0.22354 -0.76497 0.1190
C 3.77290 -0.45972 -0.02223 -0.1033
H 3.06959 0.24243 0.53974 0.0690
H 7.48554 -3.54527 9.18837 0.1003
C -3.36742 -1.20652 -2.66775 -0.2565
H -9.51411 3.54500 -3.68020 0.1518
Cl -1.81940 -3.23172 -0.14445 0.7223

---

Record 3
13
Properties=species:S:1:pos:R:3:nbo_charge:R:1 method="wB97M-V/def2-TZVPD" e_tot_ha=-340.6960 fmax_ev_per_a=11.55 total_charge=0 smiles="C1=COCC1.N#N" gap_ha=0.3415 e_lumo_ha=0.0335
H -2.25696 0.73146 1.26453 0.1787
H -0.21723 1.26123 -1.77609 0.2176
N -2.83654 -1.57857 2.40839 -0.0080
H 1.14732 1.29724 0.21007 0.1696
C -1.50439 0.40177 0.75897 0.1356
H 0.13013 -0.60397 -1.75076 0.2089
H 1.31294 -0.51941 0.03655 0.1818
N -1.98447 -1.52587 3.24097 0.0086
H -2.61979 0.08797 -0.90784 0.2202
C 0.58386 0.30857 0.17933 -0.0641
C -0.22412 0.28254 -1.18388 -0.4495
C -1.61197 0.15034 -0.57184 -0.3083
O -0.23082 0.32332 1.24270 -0.4912

---

Record 4
30
Properties=species:S:1:pos:R:3:nbo_charge:R:1 method="wB97M-V/def2-TZVPD" e_tot_ha=-642.9365 fmax_ev_per_a=4.82 total_charge=0 smiles=Cc1nc(N)nc(N(N)C(C)(C)C)n1 gap_ha=0.3408 e_lumo_ha=0.0296
H -0.56769 1.64414 -1.41136 0.2246
C 2.38490 1.05498 0.07309 0.4817
H -3.42798 -0.29588 -1.10899 0.1974
H 5.14540 -1.95334 0.20853 0.4101
H -2.46361 -1.73114 -1.29120 0.2322
H -1.78151 -0.00890 1.83139 0.2107
H -0.64119 1.27570 1.13849 0.2386
N 3.41787 0.23860 0.31920 -0.5805
H -3.07449 -1.17699 0.42437 0.2123
C -1.64141 0.70055 1.00320 -0.6423
N -0.59893 -2.43222 -0.40189 -0.6446
C -2.73568 -0.95588 -0.57990 -0.6089
C -1.23633 0.85049 -1.55847 -0.6236
C 0.97954 -0.55774 0.06610 0.5972
H 2.42100 3.01072 0.72923 0.2382
H -2.39958 1.46527 1.02026 0.2108
H -0.23701 -3.00012 0.38309 0.3676
H 2.28402 2.81978 -0.92522 0.2332
H -2.16351 1.41031 -1.57958 0.2021
H 3.85054 2.54204 -0.10299 0.2371
C -1.46342 -0.07447 -0.30147 0.1571
H 3.76526 -2.86708 -0.14763 0.4050
H -0.19678 -2.72168 -1.25873 0.3469
N -0.39150 -1.06486 -0.09953 -0.3092
H -0.97605 0.26422 -2.39683 0.2066
N 4.15270 -2.00245 0.18715 -0.7746
C 3.23463 -1.04440 0.20187 0.6072
C 2.79068 2.39992 -0.06123 -0.6607
N 1.08062 0.76103 -0.02762 -0.5593
N 1.93523 -1.48838 0.07698 -0.6129

---

Copy entry 1 word for word.
29
Properties=species:S:1:pos:R:3:nbo_charge:R:1 method="wB97M-V/def2-TZVPD" e_tot_ha=-449.6305 fmax_ev_per_a=3.12 total_charge=+1 gap_ha=0.2939 e_lumo_ha=-0.1234
H -2.62642 -1.36532 1.05009 0.2188
N -0.93241 -1.33260 -0.06101 -0.3800
C 1.71166 1.30905 -0.97995 -0.2119
H 0.76186 -0.80500 0.88970 0.2031
C 0.26070 1.18853 -0.66943 -0.7075
N 2.33468 -0.16558 -1.02803 -0.5340
B -0.34023 1.31320 0.67674 0.7108
H -1.15973 -1.36521 2.07584 0.2100
H 0.80211 -1.28366 -2.03209 0.2432
H -0.29359 3.20359 1.74620 0.2680
C -1.64789 -0.99096 1.14225 -0.2041
H -2.31820 -1.16512 -1.62168 0.2333
H 1.13022 2.45130 2.06355 0.2235
C -1.58858 -1.90892 -1.23358 -0.4253
H -0.81870 -2.38556 -1.87264 0.2119
H 1.92347 1.60050 -1.97005 0.2157
H -0.29625 1.97182 2.78886 0.2268
C -1.75143 0.55943 1.12349 -0.7210
H -2.59758 0.69921 0.49659 0.2253
H 2.46013 1.79647 -0.31952 0.2255
C 1.33383 -1.23988 -1.13506 -0.2900
H 2.90753 -0.30835 -0.11431 0.4345
H 3.05507 -0.34670 -1.78640 0.4438
H -1.98353 1.01286 2.12216 0.2370
C 0.14477 2.23183 1.87140 -0.9778
H 1.75578 -2.14714 -0.84610 0.2402
H -0.50776 1.22426 -1.58238 0.2560
C 0.34593 -0.95789 -0.05859 0.1897
H -2.06543 -2.79417 -0.73603 0.2346